(1)
87
Properties=species:S:1:pos:R:3:forces:R:3:lowdin_charge:R:1 method="wB97M-V/def2-TZVPD" spin_multiplicity=1 largest_force_ev_per_a=4.44 gap_ev=5.0 homo_energy_ev=-2.44 energy_ev=-124783.5869 total_charge=-1
Ga 2.74099 1.63334 1.10326 2.182 -0.879 -1.250 0.264
P -0.21999 0.46614 -2.42026 -1.337 -0.630 1.040 1.069
Cl 1.62387 3.33489 0.18086 -1.288 1.460 -0.295 -0.043
C -1.39341 -0.09605 -1.21203 0.121 -0.549 -0.193 -0.289
H -2.41562 -0.55066 -1.61398 2.582 1.486 0.792 0.100
H -1.32042 0.15625 -0.14425 -0.078 0.274 -0.766 0.047
C 1.65984 0.65380 -2.41505 -0.065 -0.238 0.727 -0.338
C -0.70676 2.22719 -2.54624 -0.050 0.223 -0.605 -0.386
C 2.22843 0.92046 -3.82903 -0.365 0.125 -0.210 -0.207
H 1.76754 1.56360 -1.78178 -0.004 -0.304 -0.444 0.052
C 3.70216 1.32694 -3.78008 0.125 0.061 0.142 -0.193
H 2.13137 0.01780 -4.45496 0.118 0.192 0.273 0.096
H 1.66804 1.70690 -4.35084 0.124 -0.264 0.161 0.079
C 4.56388 0.26938 -3.08391 -0.196 0.003 -0.109 -0.212
H 4.05907 1.50236 -4.80455 -0.050 -0.040 0.141 0.106
H 3.80194 2.28518 -3.24715 -0.083 -0.192 -0.025 0.121
C 3.99251 -0.10230 -1.71650 -0.022 0.173 0.078 -0.234
H 4.63248 -0.62606 -3.71169 -0.104 -0.019 -0.120 0.104
H 5.58784 0.64374 -2.98346 -0.048 -0.036 0.082 0.103
C 2.48625 -0.44270 -1.73294 0.272 -0.616 0.043 -0.222
H 4.55491 -0.95238 -1.30666 -0.162 0.116 0.010 0.110
H 4.14998 0.73336 -1.01914 -0.076 -0.201 -0.142 0.005
H 2.35863 -1.40890 -2.25470 -0.041 0.314 0.078 0.097
H 2.13501 -0.61877 -0.70135 0.096 0.185 -0.339 0.080
C -0.74074 -0.61553 -3.83967 0.367 0.840 0.193 -0.369
C -2.22425 2.08749 -2.52264 -0.427 2.254 -0.764 -0.252
H -0.39024 2.65007 -1.56838 -0.090 -0.386 -0.217 0.085
C -2.90214 3.44328 -2.32537 0.135 -0.033 -0.393 -0.194
H -2.59686 1.61361 -3.45263 0.059 0.055 0.335 0.121
H -2.40549 1.47114 -1.68185 -0.722 -0.372 0.317 0.032
C -2.43052 4.41266 -3.40131 0.176 0.415 -0.312 -0.219
H -3.98930 3.31745 -2.39269 0.061 0.093 0.060 0.104
H -2.68414 3.83874 -1.32078 0.087 -0.131 -0.222 0.121
C -0.90391 4.53752 -3.51901 0.319 -0.139 0.321 -0.192
H -2.82786 4.10384 -4.37187 -0.057 -0.208 -0.086 0.105
H -2.84094 5.40796 -3.23569 -0.079 0.175 0.074 0.097
C -0.16817 3.18539 -3.61411 0.074 0.115 -0.265 -0.202
H -0.62894 5.16151 -4.38535 -0.144 -0.092 0.290 0.106
H -0.51151 5.03164 -2.61600 -0.155 0.031 -0.190 0.114
H -0.22678 2.78511 -4.63962 -0.336 -0.005 0.270 0.095
H 0.90900 3.35119 -3.46275 -0.296 0.094 0.161 0.102
C 0.11381 -1.89280 -3.82718 -0.029 0.107 -0.038 -0.200
H -1.78474 -0.89885 -3.61181 0.366 0.175 0.012 0.117
C -0.48159 -2.89368 -4.80947 -0.103 -0.105 0.157 -0.198
H 1.14686 -1.64384 -4.12233 -0.339 -0.146 0.074 0.101
H 0.15837 -2.32538 -2.81316 -0.041 0.160 -0.410 0.089
C -0.68761 -2.32399 -6.21276 0.232 0.104 -0.108 -0.201
H 0.16093 -3.77313 -4.83704 -0.001 -0.142 -0.165 0.108
H -1.44466 -3.23480 -4.41809 -0.058 0.030 0.065 0.114
C -1.32554 -0.93125 -6.22661 -0.217 0.229 0.026 -0.202
H 0.27787 -2.27805 -6.72777 0.050 0.047 0.038 0.109
H -1.31020 -3.01258 -6.79299 0.068 0.049 -0.020 0.103
C -0.72268 0.05143 -5.21944 0.106 -0.213 -0.072 -0.200
H -1.26922 -0.48753 -7.22039 -0.003 -0.127 -0.200 0.103
H -2.39312 -1.01995 -5.99646 -0.020 -0.057 0.025 0.112
H 0.31035 0.31446 -5.49972 -0.336 -0.148 0.022 0.102
H -1.29388 0.99557 -5.21846 0.132 -0.423 0.010 0.098
C 0.07253 -2.54702 -0.06324 -1.788 0.063 -1.441 -0.154
C -1.22395 -2.08108 -0.40431 2.587 -3.268 -0.307 -0.252
H 0.87582 -2.66947 -0.86903 -1.306 0.316 1.168 0.080
C -2.36592 -2.32750 0.57132 -0.483 -0.234 -0.486 -0.202
H -1.51837 -2.24369 -1.44967 0.119 -0.220 0.807 0.061
C -1.96239 -2.67680 2.00026 0.071 0.263 -0.116 -0.210
H -3.15921 -1.55203 0.59536 0.605 0.020 -0.137 0.109
H -2.88387 -3.20075 0.14038 0.001 0.051 0.104 0.109
C -0.80870 -3.67156 2.07493 0.043 0.187 -0.348 -0.208
H -1.64535 -1.75196 2.48690 0.064 0.036 0.170 0.093
H -2.84959 -3.04047 2.53268 0.118 0.016 0.024 0.103
C 0.39112 -3.14317 1.26893 0.717 0.230 0.464 -0.245
H -0.54226 -3.80990 3.12381 0.171 -0.013 0.070 0.096
H -1.09256 -4.66226 1.70460 -0.208 0.090 -0.172 0.103
H 0.93988 -2.42739 1.91671 -0.033 -0.205 -0.076 0.089
H 1.08752 -3.96658 1.04682 -0.045 0.102 0.416 0.098
Cl -0.15637 -0.64100 8.42635 -0.428 -0.071 0.727 0.658
C 0.11756 -0.51275 6.74004 0.888 0.019 -1.027 -0.699
C 1.41962 -0.77626 6.29355 -0.622 0.185 -1.625 -0.090
C 1.70676 -0.59642 4.92688 -1.187 0.066 1.623 -0.009
C 0.71309 -0.14109 4.06530 0.340 0.468 -0.041 -0.143
C -0.58954 0.12462 4.51958 0.419 -0.387 -0.182 -0.011
C -0.88914 -0.08785 5.86863 -0.087 0.160 0.204 -0.101
C 1.25791 0.36654 2.76411 1.131 1.668 -2.546 -0.507
O 2.54422 0.83414 2.84653 -4.019 -1.452 1.191 -0.251
O 0.60966 0.48204 1.66823 1.304 -0.437 3.027 -0.072
H 2.22249 -1.07626 6.93324 0.049 -0.127 0.557 0.092
H 2.70539 -0.69242 4.56420 0.403 -0.124 -0.170 0.110
H -1.32702 0.51117 3.80544 0.290 -0.147 0.412 0.126
H -1.87597 0.14383 6.29250 0.458 -0.144 -0.347 0.106


(2)
31
Properties=species:S:1:pos:R:3:forces:R:3:lowdin_charge:R:1 method="wB97M-V/def2-TZVPD" spin_multiplicity=1 largest_force_ev_per_a=5.09 gap_ev=8.9 homo_energy_ev=-8.38 energy_ev=-22801.3339 smiles="N[C@@H](Cc1ccc(O)cc1)C(=O)NCC(=O)O" de_lowest_kcal_mol=89.8 total_charge=0
C 0.87823 -1.44790 0.28325 0.097 0.450 0.082 -0.271
C 2.37466 -1.74835 -0.18109 -1.109 -1.984 0.592 -0.385
C 0.26255 -0.44694 -0.71588 -2.969 -0.033 -1.675 -0.123
C -1.25663 -0.17968 -0.52421 -2.510 -0.673 0.729 -0.221
C -1.81922 1.03291 -0.06736 4.989 0.916 -0.471 -0.099
C -2.28459 -1.13498 -0.89194 3.120 -1.211 0.090 -0.034
C -3.10675 1.33728 0.23332 -0.251 0.450 -0.282 -0.039
C -3.60191 -0.89151 -0.67573 0.632 1.265 0.796 -0.036
C -3.94392 0.26814 0.00845 -3.361 1.106 -0.573 -0.307
C 3.20149 0.54049 0.80332 0.323 0.453 -3.803 -0.054
C 2.86094 1.52754 -0.48887 2.709 0.420 1.887 -0.463
H 0.86660 -1.15449 2.53252 -0.423 1.281 -3.458 0.152
H -0.19699 -0.14123 1.64623 0.609 -0.843 -0.656 0.068
H 0.56183 -2.55598 0.24915 -0.588 1.934 0.198 0.159
H 0.76755 0.60564 -0.63033 -1.011 -2.733 -0.806 0.116
H 0.02952 -0.97051 -1.72414 2.187 1.181 0.917 0.152
H -1.02654 1.84809 -0.03452 -1.130 -0.716 0.326 0.128
H -1.98925 -2.16659 -1.27087 -0.266 1.535 0.120 0.137
H -3.35142 2.42482 0.39463 -0.266 -1.639 0.225 0.142
H -4.37382 -1.45900 -1.11225 -0.788 -0.908 0.039 0.111
H -5.66223 1.02956 0.85230 1.297 -1.308 -1.721 0.142
H 4.32844 -1.20326 0.35852 -2.948 0.893 -0.878 0.195
H 4.17083 0.76752 1.27097 -0.401 0.270 -0.532 0.127
H 2.42151 0.75296 1.46809 -1.097 -0.325 1.037 0.067
H 2.93527 3.23734 -1.13279 1.525 -0.696 2.625 0.184
N 0.70311 -0.63924 1.53454 0.719 -2.287 3.527 -0.007
N 3.30244 -0.81712 0.24370 3.273 -2.096 0.663 0.053
O 2.55004 -2.88839 -0.73299 0.416 4.443 1.810 -0.004
O -5.33611 0.40951 0.11491 -0.585 1.056 1.699 -0.017
O 2.40147 1.26287 -1.55689 -0.040 -0.457 0.122 0.088
O 3.33290 2.80050 -0.25407 -2.153 0.258 -2.631 0.039


(3)
50
Properties=species:S:1:pos:R:3:forces:R:3:lowdin_charge:R:1 method="wB97M-V/def2-TZVPD" spin_multiplicity=1 largest_force_ev_per_a=0.66 gap_ev=8.7 homo_energy_ev=-8.16 energy_ev=-36827.7617 smiles="COC(=O)CNC(=O)[C@@H](Cc1c[nH]c2ccccc12)NC(=O)Oc1ccccc1" de_lowest_kcal_mol=0.0 total_charge=0
C 4.71633 2.01875 -1.16115 0.060 0.194 0.336 -0.037
H 4.33761 3.03349 -1.02424 0.043 -0.059 -0.016 0.099
H 5.66159 2.03325 -1.69650 -0.045 -0.005 0.004 0.096
H 4.82938 1.54364 -0.18532 0.020 0.079 -0.114 0.074
O 3.81711 1.26285 -1.96642 0.036 -0.151 -0.389 -0.024
C 2.61993 1.02290 -1.44694 -0.295 -0.167 -0.021 -0.488
O 2.25103 1.40528 -0.36623 0.047 0.146 0.053 0.118
C 1.74185 0.23419 -2.40322 0.061 -0.095 -0.058 -0.057
N 0.54788 -0.18087 -1.71822 0.092 0.420 0.095 0.098
C 0.14410 -1.46799 -1.69788 -0.464 0.464 0.085 -0.457
O 0.59311 -2.31773 -2.43576 0.157 -0.515 -0.159 0.068
C -0.92110 -1.79585 -0.64590 -0.083 -0.337 -0.140 -0.191
N -1.51759 -0.62662 -0.04791 0.290 0.035 0.283 0.119
C -2.81014 -0.28140 -0.25279 0.061 -0.092 -0.100 -0.529
O -3.54867 -0.79012 -1.05221 -0.213 -0.039 -0.081 0.121
O -3.12737 0.73619 0.59467 -0.022 0.208 0.132 0.080
C -4.36183 1.36611 0.51527 -0.341 0.075 0.031 -0.230
C -5.00204 1.63266 -0.68546 0.218 -0.085 -0.062 -0.008
C -6.20998 2.30907 -0.67084 0.015 0.036 0.043 -0.075
C -6.77051 2.72729 0.52306 -0.111 0.055 0.026 -0.097
C -6.11878 2.46766 1.71729 -0.044 0.025 -0.021 -0.086
C -4.91689 1.78571 1.71801 0.286 -0.188 -0.148 -0.011
H -4.39577 1.57313 2.63864 0.061 -0.034 0.091 0.116
H -6.54887 2.79266 2.65288 -0.023 0.024 0.075 0.103
H -7.71229 3.25505 0.52430 -0.076 0.041 -0.001 0.100
H -6.71230 2.51205 -1.60467 -0.033 0.009 -0.080 0.105
H -4.56940 1.30467 -1.61635 0.015 -0.021 -0.032 0.115
H -1.03262 -0.21495 0.73855 -0.119 0.007 -0.035 0.131
C -0.24828 -2.66608 0.44011 -0.065 0.155 -0.048 -0.062
C 0.79691 -1.88726 1.16961 -0.241 -0.017 0.238 -0.178
C 0.61501 -1.12425 2.28959 -0.180 -0.240 -0.122 -0.057
N 1.78712 -0.51378 2.64225 0.069 0.282 0.303 0.094
C 2.75430 -0.86270 1.74727 0.164 -0.325 -0.423 -0.218
C 4.09492 -0.50472 1.68685 0.109 0.028 0.052 -0.028
C 4.84621 -1.02326 0.65456 0.045 0.102 0.174 -0.109
C 4.28092 -1.87848 -0.29626 0.049 -0.110 -0.199 -0.086
C 2.95554 -2.24483 -0.23664 0.038 -0.014 -0.003 -0.019
C 2.16895 -1.73194 0.79550 0.247 0.273 0.382 -0.127
H 2.53077 -2.90664 -0.97549 -0.044 -0.061 -0.100 0.109
H 4.90582 -2.26013 -1.09026 0.037 -0.054 -0.070 0.104
H 5.89455 -0.77172 0.57709 0.069 0.031 0.015 0.103
H 4.52790 0.15635 2.42390 0.070 0.060 0.050 0.112
H 1.91007 0.10967 3.42125 -0.023 -0.069 -0.092 0.158
H -0.26789 -0.99525 2.88885 -0.145 -0.005 0.101 0.127
H -1.01416 -3.01154 1.13727 -0.015 -0.046 -0.089 0.127
H 0.19928 -3.53050 -0.05041 -0.065 -0.040 0.020 0.126
H -1.71885 -2.36111 -1.13933 0.202 0.102 0.028 0.161
H 0.22036 0.45002 -1.00003 -0.021 -0.165 -0.084 0.131
H 1.50833 0.87057 -3.26616 0.135 -0.080 0.062 0.141
H 2.26843 -0.65350 -2.76418 -0.025 0.161 0.008 0.134